Record 1
DFT (ωB97M-V/def2-TZVPD) results for a structure of composition C30H29BCo2O8.

Values from the calculation:
Lowest unoccupied orbital energy: -4.2484 eV
DFT total energy: -123882.63496 eV
Highest occupied orbital energy: -0.2352 Ha
Spin multiplicity: 1
Relative energy (zero: lowest compared OMol25 entry of this formula, charge and spin): 245.7 kJ/mol
Orbital gap: 2.15 eV

```
70
Properties=species:S:1:pos:R:3:forces:R:3
C 4.846922 -0.200630 -2.237519 -0.071 -0.218 -0.125
C 4.568044 0.800805 -1.126144 -0.290 -0.357 0.672
C 5.597348 1.908205 -1.224319 0.423 0.274 0.170
O 3.312499 1.405090 -1.319430 0.035 -0.528 -0.399
B 2.435639 1.077055 -0.205589 -1.313 1.322 0.843
C 2.425215 2.327482 0.894665 -0.547 -0.486 -1.070
C 2.157387 2.094308 2.244906 0.049 1.132 0.580
C 2.364873 3.123633 3.181515 -0.132 -0.222 -0.338
C 2.802404 4.386380 2.754500 0.080 -0.113 -0.079
C 3.002770 4.625435 1.390183 -0.077 -0.298 -0.200
C 2.810825 3.591048 0.459594 -0.135 0.801 0.937
C 0.903873 0.802732 -0.858493 0.952 -1.099 -0.364
C -0.320683 1.145450 -0.105487 -0.323 -0.162 -0.015
C -1.541911 1.190047 -0.692708 0.452 -0.111 0.449
O 3.034627 -0.003177 0.556852 0.610 -1.218 -0.619
C 4.433738 0.069132 0.329061 0.112 0.040 -0.832
C 5.023011 -1.339587 0.374218 0.073 -0.273 -0.071
C 5.119257 0.879823 1.404613 0.221 0.413 0.417
H 5.876423 -0.575753 -2.155651 -0.227 -0.046 -0.116
H 4.145057 -1.039866 -2.200135 0.116 0.089 -0.012
H 4.725037 0.292932 -3.207228 0.048 -0.003 0.118
H 6.592617 1.572590 -0.911887 -0.028 0.113 -0.126
H 5.641263 2.250975 -2.264327 0.070 -0.114 0.086
H 5.300408 2.776729 -0.631001 0.086 -0.202 0.110
H 1.801066 1.120393 2.598975 0.321 0.216 -0.242
H 2.189499 2.920516 4.241803 0.082 0.191 -0.244
H 3.005236 5.177746 3.479866 -0.130 -0.228 -0.172
H 3.317062 5.604260 1.023059 -0.036 -0.134 0.280
H 2.965211 3.786436 -0.604545 0.048 -0.200 0.308
H 0.910835 1.327690 -1.836741 -0.220 -0.250 0.502
H 0.894821 -0.273566 -1.100664 0.129 -0.109 -0.088
H -0.166485 1.319268 0.962986 -0.168 1.182 -0.245
H -2.279212 1.959560 -0.480690 -0.503 -0.631 0.708
H -1.728858 0.460612 -1.474531 0.238 0.978 -0.821
H 6.098914 -1.328833 0.139905 -0.268 0.001 0.013
H 4.913853 -1.757311 1.383223 -0.031 0.171 -0.113
H 4.515249 -2.025614 -0.312058 0.098 0.183 0.069
H 6.199703 0.919611 1.218336 -0.153 0.031 0.125
H 4.719892 1.895178 1.450705 0.247 -0.110 0.012
H 4.949692 0.418135 2.383906 0.008 0.011 -0.112
O -4.853187 -6.299193 -3.767886 0.030 1.858 2.158
C -4.863137 -5.430179 -3.001226 0.206 -2.470 -3.465
Co -4.960150 -4.024268 -1.950334 -0.113 0.756 -0.320
C -6.726329 -4.249244 -2.019871 -3.054 0.159 -1.059
O -7.863036 -4.374086 -2.241191 3.282 0.274 0.999
C -4.277379 -4.614942 -0.415995 1.576 -0.240 3.916
O -3.707292 -4.886328 0.552406 -1.286 0.241 -2.118
C -5.059989 -2.060220 -2.084253 -2.813 0.104 -0.827
C -4.517480 -1.136027 -1.198192 -0.465 0.111 -0.050
C -4.854232 -0.058060 -0.455237 -1.265 -0.217 0.807
C -4.694705 -0.081449 0.988286 -0.019 -0.564 1.058
C -5.785674 0.017808 1.914543 0.055 0.562 -0.204
C -5.545016 0.077457 3.284391 0.185 -0.010 -0.284
C -4.220828 0.196352 3.736298 0.439 -0.124 -0.205
C -3.134422 0.053357 2.851370 -0.706 -0.121 0.421
C -3.386204 -0.258344 1.517776 0.166 0.162 -0.403
Co -3.271039 -2.113615 -2.017759 2.925 -0.966 -0.686
C -2.743564 -3.669016 -2.733814 0.935 -2.609 -1.443
O -2.028556 -4.453388 -3.213809 -1.549 1.848 1.060
C -2.029369 -2.440485 -0.789169 3.914 -0.668 3.730
O -1.276433 -2.777616 0.031763 -2.707 1.158 -2.889
C -2.517427 -1.022043 -3.261026 1.463 3.505 -2.263
O -2.108892 -0.152492 -3.915029 -1.408 -3.304 2.033
H -5.824143 -1.795705 -2.833301 -0.065 0.322 0.761
H -5.436194 0.739749 -0.952004 0.450 -0.154 0.257
H -6.821008 0.022731 1.561666 0.409 0.050 -0.023
H -6.361257 0.069050 4.023479 0.382 0.081 -0.634
H -4.043311 0.363654 4.803789 0.021 -0.023 -0.455
H -2.106717 0.179083 3.202611 -0.381 -0.306 -0.121
H -2.546146 -0.507459 0.857996 -0.455 0.545 0.249
```
Forces are in eV/Å.

---

Record 2
DFT (ωB97M-V/def2-TZVPD) results for a structure of composition C30H29BiBrCl3IN3O4SSi.

Values from the calculation:
Lowest unoccupied orbital energy: 3.8502 eV
DFT total energy: -184508.01675 eV
Highest occupied orbital energy: -0.0900 Ha
Spin multiplicity: 1
Relative energy (zero: lowest compared OMol25 entry of this formula, charge and spin): 0.0 kJ/mol
Charge: -2
Orbital gap: 6.30 eV

```
74
Properties=species:S:1:pos:R:3:forces:R:3
Bi -1.738651 0.177761 0.347481 0.132 -0.038 -0.447
O 3.170949 2.256761 -1.550519 -0.202 0.397 0.345
C 3.522049 1.244461 -2.242719 0.237 -0.289 -0.311
C 4.723449 1.229761 -3.001419 0.016 0.271 0.142
C 5.115149 0.133961 -3.727819 0.160 -0.116 -0.116
C 4.341149 -1.020239 -3.759219 0.243 -0.371 -0.246
C 3.150449 -1.037439 -3.051219 -0.078 0.041 -0.048
C 2.733349 0.055461 -2.320719 -0.183 0.151 0.008
C 1.441049 -0.001039 -1.545119 -0.259 -0.357 -0.381
O 0.912349 1.221561 -1.248119 0.223 0.593 -0.011
N 1.726249 -0.766839 -0.305919 0.379 -0.612 0.121
N 1.358649 -0.347639 0.858081 -0.086 0.070 0.096
C 1.703949 -0.945739 1.943881 0.368 -0.598 -0.665
C 1.296349 -0.423639 3.201081 -0.022 0.450 1.171
Br 0.472849 1.292861 3.098181 -0.057 -0.014 0.216
C 1.513249 -0.912039 4.442281 -0.363 0.661 -0.546
C 2.090749 -2.190739 4.790181 0.219 -0.541 0.102
C 2.811749 -2.299339 5.986281 -0.092 0.073 -0.134
C 3.385749 -3.493539 6.370281 0.089 -0.119 0.061
C 3.250549 -4.617339 5.568481 0.052 -0.114 0.059
C 2.502549 -4.539339 4.403581 0.110 -0.180 0.018
C 1.920849 -3.346839 4.020581 -0.048 0.140 0.087
H 1.740949 1.842061 -1.221019 -0.336 -0.159 -0.037
H 5.332549 2.124361 -2.973219 0.028 0.074 0.003
H 6.047549 0.177061 -4.283619 -0.007 -0.046 -0.013
H 4.664349 -1.883239 -4.328519 -0.035 -0.020 -0.014
H 2.515049 -1.918239 -3.075119 -0.049 -0.061 -0.054
H 0.685649 -0.597739 -2.096319 0.192 0.170 0.059
H 2.367249 -1.557139 -0.410519 -0.117 0.254 0.204
H 2.348549 -1.830939 1.933281 -0.084 0.108 -0.020
H 1.254249 -0.282739 5.284181 -0.056 0.071 -0.062
H 2.915549 -1.422839 6.611181 0.017 0.081 0.043
H 3.939449 -3.553539 7.299781 0.019 0.009 -0.005
H 3.708749 -5.552739 5.861581 -0.004 -0.047 0.013
H 2.362649 -5.426139 3.798281 -0.033 0.003 -0.031
H 1.283449 -3.311439 3.151781 -0.061 0.005 -0.112
I -3.769051 1.930861 -2.170119 0.132 -0.492 -0.190
C -3.268051 0.270561 -3.389119 -0.362 0.773 -0.141
C -3.618351 0.419161 -4.708619 -0.021 0.225 0.391
C -3.357251 -0.589839 -5.638919 0.137 -0.267 -0.065
C -2.730151 -1.725239 -5.220119 -0.105 0.128 -0.210
C -2.370951 -1.903439 -3.867619 -0.017 0.201 0.066
C -1.739351 -3.103339 -3.493019 0.144 -0.290 0.242
C -1.441351 -3.342339 -2.183119 0.009 -0.155 -0.485
C -1.732151 -2.370039 -1.224719 -0.130 0.372 0.157
C -2.294151 -1.144639 -1.524519 0.036 0.024 0.188
C -2.639751 -0.891739 -2.882119 0.072 -0.393 -0.194
H -4.100651 1.328661 -5.034319 -0.030 0.055 0.021
H -3.652751 -0.451339 -6.669819 0.031 -0.035 -0.075
H -2.498751 -2.516839 -5.920219 0.009 -0.087 -0.043
H -1.501851 -3.827639 -4.262519 -0.036 -0.041 -0.041
H -0.968851 -4.267139 -1.878519 0.011 -0.064 -0.014
H -1.494151 -2.593739 -0.194619 0.103 -0.003 0.080
O -3.446251 -3.141039 2.773581 -0.317 -0.103 0.079
S -3.496051 -2.172639 1.679081 1.161 -0.223 -0.206
N -2.177651 -1.387639 1.631681 -0.356 -0.548 0.585
C -3.013551 5.362361 0.563481 0.181 -0.278 0.055
C -1.844851 4.378361 0.598881 0.336 0.376 -0.152
C -0.931651 4.659261 1.790481 -0.212 -0.140 -0.116
C -1.034051 4.466661 -0.699519 -0.186 -0.040 0.307
O -2.306951 3.043361 0.678081 0.379 0.460 -0.306
H -2.646351 6.363061 0.344881 0.051 0.130 -0.009
H -3.528051 5.367061 1.520381 -0.132 0.042 0.093
H -3.720551 5.063261 -0.206919 -0.085 0.033 -0.073
H -0.544951 5.672761 1.728881 0.091 0.173 0.022
H -0.099551 3.960061 1.785081 0.141 -0.058 -0.023
H -1.477551 4.533061 2.721281 -0.050 0.042 0.115
H -0.512251 5.419361 -0.744319 0.072 0.161 -0.052
H -1.690051 4.379261 -1.562819 -0.037 -0.041 -0.104
H -0.301751 3.662961 -0.733919 0.053 -0.084 -0.024
Cl -5.202551 2.896961 1.251381 -0.378 -0.114 -0.292
Si -3.311051 2.018361 1.446881 -0.703 -0.139 0.074
Cl -3.038351 2.312261 3.475081 0.186 -0.056 0.573
Cl -5.069151 -0.556639 2.391081 -0.488 0.511 0.271
```
Forces are in eV/Å.

---

Record 3
DFT (ωB97M-V/def2-TZVPD) results for a structure of composition C30H29BrN5OPtS.

Values from the calculation:
Lowest unoccupied orbital energy (alpha / beta): -9.5086 / -9.5146 eV
DFT total energy: -125176.15437 eV
Highest occupied orbital energy (alpha / beta): -0.5658 / -0.5659 Ha
Spin multiplicity: 1
Relative energy (zero: lowest compared OMol25 entry of this formula, charge and spin): 194.3 kJ/mol
Charge: +3
Orbital gap (alpha / beta): 5.89 / 5.88 eV

```
68
Properties=species:S:1:pos:R:3:forces:R:3
Pt -1.212220 0.312280 1.496442 -1.160 0.973 0.995
C -2.628300 -0.823893 4.125105 -0.010 0.123 -0.098
C -2.399860 -1.275999 2.708121 -0.172 -0.735 0.012
C -1.139542 -1.821130 2.308841 0.202 0.213 -0.006
C -1.037272 -2.619694 1.140352 -0.045 -0.188 -0.276
C 0.264728 -3.281640 0.803524 -0.024 -0.009 0.036
C -2.167429 -2.829291 0.362292 0.407 -0.164 -0.043
C -3.381183 -2.231326 0.674319 -0.313 0.213 0.278
C -4.607175 -2.466525 -0.162947 0.090 0.038 0.038
C -3.473036 -1.428836 1.828044 -0.082 -0.120 -0.086
H -2.961557 -1.683567 4.709979 -0.018 -0.005 -0.019
H -3.408186 -0.064281 4.182174 0.023 0.010 0.007
H -1.717787 -0.446842 4.584775 -0.002 -0.023 0.021
H -0.334621 -1.875367 3.034211 0.012 0.004 0.014
H 0.305177 -4.267964 1.272994 0.001 0.008 0.005
H 1.114620 -2.710864 1.177335 0.003 0.001 -0.011
H 0.371403 -3.433607 -0.270356 -0.003 0.010 0.013
H -2.101773 -3.483116 -0.500859 0.012 0.028 0.007
H -5.322455 -3.078385 0.390228 0.011 -0.009 0.012
H -4.373686 -2.988395 -1.089741 0.009 0.009 0.016
H -5.117064 -1.529314 -0.395651 0.010 -0.010 0.009
H -4.430848 -0.995818 2.095559 -0.004 -0.011 -0.019
Br 5.287185 -3.623612 -8.195378 0.196 -0.311 -0.202
C 4.411440 -2.300049 -7.279615 -0.121 0.171 0.180
C 3.808315 -1.258067 -7.993603 0.000 0.008 0.071
C 3.184422 -0.252984 -7.300742 -0.030 -0.010 0.042
C 3.134798 -0.315122 -5.892154 0.166 0.078 0.188
C 3.741251 -1.373091 -5.173335 -0.090 0.054 0.006
C 4.378562 -2.357927 -5.866956 -0.017 0.024 -0.109
N 2.531596 0.742949 -5.285699 -0.543 0.602 -0.233
N 2.355256 0.946893 -4.118603 0.728 -1.125 -0.295
C 2.006485 0.918992 -2.906424 -0.260 0.690 0.464
C 2.890834 1.560538 -1.909464 -0.099 -0.208 -0.531
C 2.536538 1.635451 -0.635077 -0.491 -0.117 0.284
C 1.224573 1.128910 -0.175411 0.289 -0.016 -0.661
O 0.879882 1.212748 0.978459 0.880 0.344 0.313
C 0.291599 0.510800 -1.188350 0.200 0.153 0.386
N -0.912778 0.114314 -0.749455 -0.227 0.040 0.482
C -1.779461 -0.386372 -1.627580 -0.038 0.078 0.163
C -1.474756 -0.531736 -2.976276 0.014 0.006 -0.026
C -0.237545 -0.130551 -3.429549 -0.026 -0.025 -0.131
C 0.665829 0.405561 -2.516180 0.309 0.054 -0.127
H 3.852520 -1.243972 -9.073108 0.018 -0.005 0.001
H 2.725074 0.583552 -7.811346 0.010 0.004 0.025
H 3.716551 -1.391257 -4.090303 0.017 0.009 -0.016
H 4.870059 -3.172364 -5.354021 -0.003 -0.012 -0.028
H 3.841379 1.949965 -2.251952 -0.036 -0.033 -0.096
H 3.185203 2.086155 0.103775 -0.067 -0.017 0.071
H -2.751140 -0.661978 -1.244763 0.000 -0.012 0.020
H -2.211536 -0.943444 -3.651880 -0.011 0.022 0.015
H 0.009137 -0.210331 -4.481571 0.005 -0.023 0.021
C -0.911688 5.299808 5.572999 0.002 -0.112 -0.040
C -0.747356 4.009294 4.844705 -0.134 0.238 0.081
C 0.213690 3.067144 5.109754 0.025 -0.059 0.027
C 0.214840 1.871988 4.388322 0.263 -0.418 0.055
N -0.707769 1.637230 3.447846 -0.403 -0.229 -0.747
C -1.581834 2.587859 3.126385 0.106 0.160 0.179
S -2.564452 2.310242 1.768688 0.553 -0.403 -0.630
N -1.619590 3.736551 3.842111 -0.117 0.020 -0.066
C 1.211635 0.791762 4.642013 -0.052 0.054 -0.035
H -0.011768 5.541456 6.131096 0.010 0.004 -0.001
H -1.738656 5.214273 6.282853 -0.004 -0.022 -0.002
H -1.142398 6.117455 4.889124 0.023 -0.015 -0.012
H 0.949277 3.250263 5.878566 -0.002 -0.042 0.004
H -2.317008 4.430176 3.588783 0.042 0.009 -0.014
H 2.020907 1.130289 5.283019 -0.006 0.008 -0.003
H 1.614133 0.433549 3.693276 -0.018 0.018 0.017
H 0.714834 -0.049739 5.132280 -0.007 0.012 0.006
```
Forces are in eV/Å.

---

What is the relative energy (zero: lowest compared OMol25 entry of this formula, charge and spin) in the second record?
0.0 kJ/mol

---

DFT total energy of number 1 (C30H29BCo2O8)?
-123882.63496 eV